Model 1:
Molecular formula: C4H8NO2
Method: DFT, the ωB97M-V functional and the def2-TZVPD basis

Output
gap between HOMO and LUMO (alpha / beta) = 7.2 / 8.2 eV
<S²> = 2.0091

Structure (ORCA input):
```
! wB97M-V def2-TZVPD RIJCOSX def2/J DEFGRID3
* xyz 1 3
C 0.68 -1.22 0.94
C -0.25 -0.29 1.53
C 0.23 -0.10 0.02
C -0.54 -0.43 -1.14
N 0.96 1.19 0.03
O 1.23 -2.24 0.87
O -1.48 0.62 -1.50
H -1.23 -0.34 1.89
H 0.31 0.44 2.06
H -1.01 -1.48 -1.00
H 0.13 -0.62 -1.99
H 0.27 1.82 -0.43
H 1.83 1.04 -0.52
H 1.19 1.47 0.96
H -2.33 0.15 -1.72
*
```

These are the Löwdin partial charges, in e, on atoms 1 to 5:
1 C -0.353
2 C 0.080
3 C -0.303
4 C -0.186
5 N 0.276



Model 2:
Molecular formula: C4H8NO2
Method: DFT, the ωB97M-V functional and the def2-TZVPD basis

Output
gap between HOMO and LUMO (alpha / beta) = 7.2 / 9.3 eV
<S²> = 2.0066

Structure (ORCA input):
```
! wB97M-V def2-TZVPD RIJCOSX def2/J DEFGRID3
* xyz 1 3
C -0.30 0.62 0.95
C 0.00 1.30 -0.22
C 0.86 0.30 -1.12
C 0.32 -1.08 -0.92
N 0.05 -1.32 0.52
O -0.58 0.98 2.15
O -1.02 -2.08 0.77
H -0.94 1.31 -0.74
H 0.19 2.39 -0.06
H 0.88 0.61 -2.17
H 2.00 0.47 -0.74
H -0.60 -1.28 -1.35
H 0.95 -1.87 -1.32
H -0.69 1.89 2.54
H -1.12 -2.22 1.70
*
```

These are the Löwdin partial charges, in e, on atoms 1 to 5:
1 C -0.091
2 C -0.133
3 C -0.118
4 C -0.158
5 N 0.042



Last place for stability: model 2



Model 1:
Molecular formula: C28H26IIrN5O6
Method: DFT, the ωB97M-V functional and the def2-TZVPD basis

Output
gap between HOMO and LUMO (alpha / beta) = 7.1 / 4.2 eV
<S²> = 0.7568

Structure (ORCA input):
```
! wB97M-V def2-TZVPD RIJCOSX def2/J DEFGRID3
* xyz 2 2
Ir 0.01 0.00 0.14
N 0.14 -0.13 2.60
C 1.45 -0.40 3.19
C 2.54 0.45 2.59
C 2.92 -0.23 1.16
O 3.76 -1.08 1.21
O 2.21 0.26 0.26
H -0.26 0.71 3.00
H -0.51 -0.90 2.79
H 1.70 -1.46 3.08
H 1.43 -0.19 4.27
H 3.45 0.44 3.19
H 2.22 1.47 2.38
O -2.35 0.03 -6.67
C -0.99 0.08 -6.35
C -0.78 0.05 -4.87
C 0.52 0.07 -4.35
C 0.68 0.09 -2.98
N -0.34 0.10 -2.14
C -1.60 0.04 -2.61
C -1.85 0.02 -3.97
C -2.66 -0.04 -1.59
C -4.02 -0.07 -1.90
C -4.95 -0.20 -0.87
C -6.44 -0.12 -1.10
O -6.97 0.95 -0.37
C -4.49 -0.36 0.43
C -3.13 -0.31 0.66
N -2.25 -0.12 -0.31
H -2.45 0.04 -7.63
H -0.52 1.00 -6.74
H -0.44 -0.77 -6.80
H 1.38 0.07 -4.99
H 1.67 0.09 -2.54
H -2.85 -0.04 -4.37
H -4.35 0.01 -2.92
H -6.91 -1.02 -0.69
H -6.68 -0.06 -2.17
H -6.84 1.79 -0.84
H -5.18 -0.49 1.25
H -2.73 -0.44 1.66
I -2.20 2.67 2.19
C -0.79 3.38 0.78
C -0.66 4.75 0.64
C 0.26 5.23 -0.27
C 1.02 4.32 -0.99
C 0.82 2.97 -0.77
N -0.07 2.49 0.09
H -1.26 5.42 1.24
H 0.38 6.30 -0.40
H 1.75 4.66 -1.71
H 1.41 2.24 -1.30
O -1.21 -2.59 1.96
C -0.61 -3.04 1.01
N 0.04 -2.23 0.09
C 0.62 -2.98 -0.91
O 1.14 -2.52 -1.89
C 0.41 -4.42 -0.55
C 0.85 -5.58 -1.16
C 0.44 -6.78 -0.58
C -0.38 -6.81 0.53
C -0.82 -5.64 1.15
C -0.39 -4.45 0.60
H 1.49 -5.56 -2.03
H 0.77 -7.71 -1.02
H -0.68 -7.76 0.94
H -1.45 -5.66 2.03
*
```

These are the Löwdin partial charges, in e, on atoms 1 to 5:
1 Ir 1.385
2 N -0.009
3 C -0.199
4 C 0.010
5 C -0.544



Model 2:
Molecular formula: C28H26IIrN5O6
Method: DFT, the ωB97M-V functional and the def2-TZVPD basis

Output
gap between HOMO and LUMO (alpha / beta) = 7.1 / 6.4 eV
<S²> = 1.0739

Structure (ORCA input):
```
! wB97M-V def2-TZVPD RIJCOSX def2/J DEFGRID3
* xyz 2 2
Ir 0.23 0.91 0.69
N 1.65 0.50 2.21
C 2.14 1.63 3.03
C 1.06 2.42 3.76
C 0.07 3.00 2.76
O -0.13 4.17 2.61
O -0.59 2.06 2.07
H 1.24 -0.22 2.79
H 2.43 0.07 1.73
H 2.69 2.30 2.37
H 2.86 1.25 3.76
H 1.52 3.23 4.32
H 0.49 1.79 4.45
O -3.21 -4.73 3.49
C -2.72 -3.73 4.35
C -2.10 -2.65 3.51
C -1.66 -1.46 4.07
C -1.10 -0.50 3.26
N -0.95 -0.65 1.94
C -1.41 -1.78 1.38
C -1.97 -2.79 2.14
C -1.32 -1.85 -0.10
C -1.93 -2.86 -0.83
C -1.87 -2.84 -2.21
C -2.53 -3.90 -3.07
O -3.31 -3.31 -4.09
C -1.20 -1.78 -2.82
C -0.63 -0.82 -2.02
N -0.68 -0.84 -0.69
H -3.62 -5.43 4.02
H -1.95 -4.12 5.03
H -3.51 -3.28 4.96
H -1.76 -1.26 5.13
H -0.78 0.45 3.67
H -2.31 -3.71 1.68
H -2.48 -3.64 -0.33
H -3.11 -4.59 -2.45
H -1.76 -4.47 -3.57
H -4.20 -3.15 -3.77
H -1.15 -1.71 -3.90
H -0.11 0.01 -2.48
I 1.90 4.32 0.40
C -0.29 2.65 -1.84
C -0.93 3.65 -2.55
C -2.19 4.04 -2.12
C -2.76 3.40 -1.03
C -2.04 2.41 -0.39
N -0.80 2.03 -0.79
H -0.44 4.11 -3.39
H -2.72 4.82 -2.65
H -3.74 3.66 -0.67
H -2.44 1.90 0.47
O 0.95 2.31 -2.36
C 1.80 1.46 -1.86
N 1.66 0.74 -0.78
C 2.88 -0.09 -0.68
O 3.10 -0.82 0.24
C 3.71 0.22 -1.87
C 4.92 -0.28 -2.28
C 5.47 0.28 -3.44
C 4.82 1.30 -4.14
C 3.58 1.79 -3.71
C 3.05 1.22 -2.57
H 5.42 -1.07 -1.74
H 6.42 -0.09 -3.80
H 5.28 1.71 -5.02
H 3.08 2.58 -4.25
*
```

These are the Löwdin partial charges, in e, on atoms 1 to 5:
1 Ir 1.449
2 N -0.063
3 C -0.203
4 C -0.085
5 C -0.668



Last place for stability: model 1